Molecular formula: C2H6NO2P
Method: DFT, ωB97M-V/def2-TZVPD

CARTESIAN COORDINATES (ANGSTROEM)
C1 1.692 0.532 -0.181
C2 0.875 -0.503 -0.279
N1 -0.005 -0.905 0.741
O1 -2.396 -0.617 -0.927
O2 -1.532 1.462 0.125
P1 -2.100 -0.057 0.393
H1 1.773 1.102 0.729
H2 2.305 0.829 -1.009
H3 0.768 -1.067 -1.194
H4 0.259 -0.549 1.656
H5 -0.184 -1.905 0.757
H6 -1.455 1.678 -0.810

Calculated values
- frontier orbital gap (eV) = 9.8
- E_tot (eV) = -17045.7672
- ΔE to the lowest compared entry with this formula, charge and spin (eV) = 0.000
- strongest force on any atom (eV/A) = 1.26

=====

Molecular formula: C2H6NO2P
Method: DFT, ωB97M-V/def2-TZVPD

CARTESIAN COORDINATES (ANGSTROEM)
H1 -0.711 1.013 -1.573
P1 -0.257 -0.255 -1.531
C1 -0.124 -0.465 0.159
C2 -0.527 0.494 1.214
H2 0.108 -1.398 0.661
H3 0.478 0.984 1.655
H4 -1.062 1.376 0.793
H5 -1.248 0.105 1.862
O1 1.862 1.137 -3.526
N1 1.872 0.876 -2.370
O2 1.843 1.852 -1.418
H6 1.979 2.855 -1.615

Calculated values
- frontier orbital gap (alpha / beta) (eV) = 8.2 / 8.2
- E_tot (eV) = -17039.7745
- ΔE to the lowest compared entry with this formula, charge and spin (eV) = 5.993
- strongest force on any atom (eV/A) = 4.49
- SMILES string = [H]/P=C\C.O=NO

=====

Molecular formula: C2H6NO3
Method: DFT, ωB97M-V/def2-TZVPD

CARTESIAN COORDINATES (ANGSTROEM)
O1 0.991 0.071 1.763
C1 0.637 0.691 0.715
N1 -0.293 0.326 -0.093
C2 -1.438 1.097 -1.408
O2 -2.207 0.283 -1.941
H1 0.934 1.733 0.521
H2 -0.797 -0.537 -0.005
H3 -0.643 1.428 -2.107
H4 -1.713 1.852 -0.659
H5 1.934 -2.502 1.615
H6 1.579 -1.193 1.232
O3 1.857 -2.066 0.752

Calculated values
- frontier orbital gap (eV) = 8.6
- net charge = -1
- E_tot (eV) = -9803.8560
- ΔE to the lowest compared entry with this formula, charge and spin (eV) = 2.345
- strongest force on any atom (eV/A) = 1.91

=====

Molecular formula: C2H6NO3
Method: DFT, ωB97M-V/def2-TZVPD

CARTESIAN COORDINATES (ANGSTROEM)
O1 -0.547 0.221 -1.694
C1 -0.275 -0.582 -0.773
N1 -0.106 -0.517 0.505
C2 1.222 -1.095 1.775
O2 2.184 -0.375 2.004
H1 -0.601 -1.604 -1.072
H2 0.240 0.346 0.925
H3 1.487 -2.000 1.182
H4 0.479 -1.524 2.471
H5 -2.472 2.073 -2.401
H6 -1.212 1.573 -1.717
O3 -2.142 1.986 -1.516

Calculated values
- frontier orbital gap (eV) = 8.6
- net charge = -1
- E_tot (eV) = -9802.9780
- ΔE to the lowest compared entry with this formula, charge and spin (eV) = 3.223
- strongest force on any atom (eV/A) = 5.17

=====

Molecular formula: C2H6NO3
Method: DFT, ωB97M-V/def2-TZVPD

CARTESIAN COORDINATES (ANGSTROEM)
C1 1.341 -0.455 -0.398
C2 0.014 -0.530 0.233
N1 -0.639 1.273 -0.365
O1 -1.910 0.852 -0.911
O2 -0.999 -1.260 -0.054
O3 0.221 -0.181 1.600
H1 1.787 0.505 -0.155
H2 1.240 -0.360 -1.574
H3 2.086 -1.217 -0.036
H4 -0.755 1.678 0.573
H5 -1.730 -0.172 -0.802
H6 -0.655 -0.133 1.889

Calculated values
- frontier orbital gap (eV) = 7.0
- net charge = -1
- E_tot (eV) = -9802.0254
- ΔE to the lowest compared entry with this formula, charge and spin (eV) = 4.175
- strongest force on any atom (eV/A) = 3.26

=====

Molecular formula: C2H6NO3
Method: DFT, ωB97M-V/def2-TZVPD

CARTESIAN COORDINATES (ANGSTROEM)
C1 2.314 0.582 -0.697
N1 1.065 1.112 -0.299
C2 -0.007 0.115 -0.065
O1 -1.039 0.220 -0.847
O2 0.337 -0.901 0.666
H1 2.708 -0.224 -0.154
H2 3.115 1.368 -0.743
H3 2.404 0.221 -1.847
H4 0.738 1.703 -1.111
H5 -1.870 -0.574 0.590
H6 -2.313 -1.847 1.329
O3 -2.558 -0.895 1.256

Calculated values
- frontier orbital gap (eV) = 8.7
- net charge = -1
- E_tot (eV) = -9805.2293
- ΔE to the lowest compared entry with this formula, charge and spin (eV) = 0.971
- strongest force on any atom (eV/A) = 4.27

=====

Molecular formula: C2H6NO3
Method: DFT, ωB97M-V/def2-TZVPD

CARTESIAN COORDINATES (ANGSTROEM)
O1 1.484 0.531 0.612
C1 0.471 -0.086 0.844
N1 -0.526 -0.177 -0.121
C2 -1.875 -0.869 0.354
O2 -2.717 0.025 0.842
H1 0.335 -0.773 1.681
H2 -0.645 0.623 -0.719
H3 -1.605 -1.617 1.128
H4 -2.313 -1.217 -0.593
H5 2.414 1.495 -0.601
H6 2.186 0.743 -1.944
O3 2.792 1.322 -1.482

Calculated values
- frontier orbital gap (alpha / beta) (eV) = 11.1 / 7.7
- E_tot (eV) = -9801.2271
- ΔE to the lowest compared entry with this formula, charge and spin (eV) = 0.758
- multiplicity = 2
- expectation value of S² = 0.75
- strongest force on any atom (eV/A) = 3.62

=====

Molecular formula: C2H6NO3
Method: DFT, ωB97M-V/def2-TZVPD

CARTESIAN COORDINATES (ANGSTROEM)
C1 -1.252 0.014 0.255
C2 2.479 0.283 -0.321
N1 -2.547 -0.157 -0.102
O1 -0.700 1.079 -0.041
O2 1.688 0.674 0.531
O3 3.673 -0.238 -0.129
H1 2.406 0.323 -1.351
H2 -3.135 0.534 -0.558
H3 -3.168 -0.853 0.257
H4 0.237 1.240 0.329
H5 -0.634 -0.706 0.673
H6 3.797 -0.364 0.811

Calculated values
- frontier orbital gap (alpha / beta) (eV) = 8.0 / 6.4
- net charge = +1
- E_tot (eV) = -9791.6263
- ΔE to the lowest compared entry with this formula, charge and spin (eV) = 0.000
- multiplicity = 3
- expectation value of S² = 2.01
- strongest force on any atom (eV/A) = 7.31

=====

Molecular formula: C2H6NO3P
Method: DFT, ωB97M-V/def2-TZVPD

CARTESIAN COORDINATES (ANGSTROEM)
C1 -2.127 -0.659 -0.949
N1 -1.090 -1.745 -0.645
O1 -1.482 -2.838 -0.866
O2 0.040 -1.477 -0.223
H1 -3.159 -1.023 -0.991
H2 -1.760 -0.414 -2.059
H3 -1.996 0.205 -0.429
C2 2.460 1.254 1.150
P1 1.087 1.886 0.052
O3 -0.130 1.601 0.864
H4 2.503 0.210 0.856
H5 3.481 1.842 1.092
H6 2.172 1.157 2.147

Calculated values
- frontier orbital gap (eV) = 8.9
- E_tot (eV) = -19088.7767
- ΔE to the lowest compared entry with this formula, charge and spin (eV) = 5.449
- strongest force on any atom (eV/A) = 5.05
- SMILES string = C[N+](=O)[O-].CP=O

=====

Molecular formula: C2H6NOS
Method: DFT, ωB97M-V/def2-TZVPD

CARTESIAN COORDINATES (ANGSTROEM)
S1 2.659 0.013 0.360
H1 3.398 0.522 -0.633
C1 -1.022 -0.773 0.783
C2 -1.083 0.203 -0.397
N1 0.038 0.877 -0.622
O1 -2.151 0.293 -1.034
H2 -0.215 -0.543 1.474
H3 -0.869 -1.778 0.401
H4 -1.960 -0.775 1.305
H5 1.251 0.509 -0.190
H6 -0.045 1.454 -1.446

Calculated values
- frontier orbital gap (eV) = 8.3
- net charge = -1
- E_tot (eV) = -16545.7338
- ΔE to the lowest compared entry with this formula, charge and spin (eV) = 0.596
- strongest force on any atom (eV/A) = 1.52

=====

Molecular formula: C2H6NOS
Method: DFT, ωB97M-V/def2-TZVPD

CARTESIAN COORDINATES (ANGSTROEM)
C1 1.168 0.436 0.253
C2 -0.681 -0.690 0.342
N1 -1.520 0.128 -0.621
O1 3.643 0.571 -0.089
S1 2.620 -0.424 -0.254
H1 1.138 1.079 1.134
H2 -1.052 -0.421 1.339
H3 -0.287 -1.736 0.244
H4 -1.348 0.032 -1.591
H5 -1.275 1.089 -0.514
H6 -2.407 -0.064 -0.243

Calculated values
- frontier orbital gap (alpha / beta) (eV) = 8.2 / 8.3
- net charge = +1
- E_tot (eV) = -16531.8147
- ΔE to the lowest compared entry with this formula, charge and spin (eV) = 3.975
- strongest force on any atom (eV/A) = 5.52

=====

Molecular formula: C2H6NP
Method: DFT, ωB97M-V/def2-TZVPD

CARTESIAN COORDINATES (ANGSTROEM)
C1 1.496 -0.281 -0.202
P1 -0.181 -1.054 0.050
C2 -1.123 0.385 0.565
N1 -1.148 0.042 -0.807
H1 2.266 -0.731 0.494
H2 1.355 0.830 0.107
H3 1.897 -0.310 -1.179
H4 -0.708 1.364 0.721
H5 -1.846 0.104 1.404
H6 -2.009 -0.349 -1.154

Calculated values
- frontier orbital gap (eV) = 10.5
- E_tot (eV) = -12948.7183
- ΔE to the lowest compared entry with this formula, charge and spin (eV) = 0.013
- strongest force on any atom (eV/A) = 2.98
- SMILES string = CP1CN1

=====

- Which value of E_tot does entry 11 give?
  -16531.8147 eV